Entry from OMol25: 10 unconnected molecules or ions with the total composition C34H63N3O21 at a distorted geometry (the ωB97M-V functional and the def2-TZVPD basis).

Geometry as XYZ:
```
121
Properties=species:S:1:pos:R:3:forces:R:3
O 20.418000 3.016000 11.054000 3.613 -4.745 5.507
O 27.079000 2.261000 9.744000 -6.417 0.838 3.382
O 25.592000 1.592000 11.374000 -3.006 1.475 0.951
O 21.645000 5.216000 6.319000 8.207 3.168 3.201
O 22.085000 1.516000 12.071000 -1.822 1.490 1.998
O 23.185000 5.218000 8.165000 4.212 1.941 -3.549
O 21.781000 6.783000 11.543000 -1.781 -1.330 0.543
O 27.520000 7.733000 6.340000 -0.403 0.849 -0.092
O 22.514000 4.971000 12.597000 -0.416 2.567 -0.912
O 21.457000 2.458000 4.865000 2.510 2.332 2.202
O 23.091000 2.742000 6.538000 -4.470 -0.136 -2.437
O 27.416000 -1.267000 6.995000 -0.571 -2.503 2.509
O 25.294000 3.677000 10.418000 -1.001 -4.278 1.854
O 25.629000 9.031000 6.447000 0.516 -0.043 -0.900
O 20.702000 2.668000 13.344000 1.681 -1.324 0.330
O 26.289000 7.850000 8.130000 -0.688 -1.360 3.754
O 25.239000 -1.052000 7.871000 7.067 -3.391 1.068
O 23.968000 6.871000 12.579000 -7.534 -2.936 -1.838
O 23.898000 6.391000 6.355000 -0.641 -2.221 3.701
O 21.644000 0.703000 6.411000 2.612 7.867 -2.403
O 26.936000 -2.591000 8.761000 -2.026 1.476 -1.022
N 23.867000 -2.290000 12.279000 -1.220 -1.370 0.009
N 29.097000 3.949000 2.413000 -0.271 0.192 0.362
N 24.457000 -0.173000 17.166000 0.882 -0.331 2.264
C 22.029000 1.992000 5.945000 -0.377 -7.646 3.763
C 20.537000 -4.013000 12.064000 0.160 -2.101 1.381
C 21.006000 -0.003000 15.361000 1.059 -0.286 -1.557
C 22.092000 -4.215000 12.345000 0.547 -1.186 -1.545
C 27.021000 4.363000 5.056000 0.374 3.625 2.381
C 23.528000 0.235000 14.748000 1.221 -1.091 -0.891
C 24.788000 9.448000 7.502000 -1.169 2.034 -0.194
C 24.068000 0.044000 16.128000 -1.538 0.117 -3.203
C 22.279000 4.741000 9.037000 -4.672 -2.003 1.143
C 27.372000 0.021000 6.497000 -1.363 1.663 -0.887
C 21.884000 8.041000 10.933000 1.431 1.310 -0.206
C 21.014000 2.335000 12.116000 -2.157 4.843 -6.062
C 25.939000 2.442000 10.469000 8.194 1.227 -4.405
C 23.756000 7.005000 5.131000 -0.773 0.761 -2.647
C 20.011000 -2.621000 12.290000 -0.509 -0.018 -0.641
C 25.963000 4.817000 10.041000 2.452 2.253 -1.400
C 26.491000 -1.621000 7.922000 -5.345 2.800 -1.355
C 23.591000 4.241000 13.242000 -0.655 -0.720 -0.922
C 26.597000 8.195000 6.956000 0.241 -0.239 -3.684
C 23.063000 -3.132000 12.305000 0.719 2.244 -0.258
C 20.663000 1.678000 4.051000 -0.536 -1.950 -1.786
C 24.032000 2.158000 7.384000 1.948 -1.847 0.326
C 22.573000 0.919000 10.896000 -2.499 0.047 -1.379
C 25.896000 -3.046000 9.716000 0.701 -0.183 -0.138
C 22.218000 -0.493000 14.444000 -1.108 -1.011 2.128
C 27.431000 4.125000 6.520000 1.792 -0.951 -1.905
C 27.952000 5.351000 4.333000 0.592 -1.150 -1.603
C 26.017000 0.253000 11.497000 1.533 -0.672 2.364
C 19.734000 3.671000 13.628000 1.112 1.210 -2.068
C 22.908000 5.604000 6.905000 -7.034 -2.079 -2.512
C 28.596000 4.575000 3.241000 0.349 0.492 -0.316
C 22.704000 6.267000 12.271000 8.914 1.208 1.983
C 25.258000 8.959000 9.931000 0.443 0.100 -0.135
C 25.071000 8.440000 8.566000 -1.973 -0.700 0.604
H 20.595000 2.275000 3.093000 -0.539 -0.720 1.256
H 26.900000 3.605000 4.399000 -0.496 -3.051 -1.322
H 26.026000 9.661000 9.872000 2.015 1.007 -0.006
H 23.439000 4.368000 14.300000 0.557 0.138 0.407
H 20.161000 -0.697000 15.215000 0.071 0.698 -0.174
H 27.911000 5.026000 6.853000 0.160 0.397 0.441
H 22.571000 4.132000 9.931000 1.047 1.280 -0.738
H 22.472000 -1.569000 14.563000 -0.567 0.477 0.296
H 24.331000 -0.077000 14.016000 -0.787 -0.023 0.887
H 27.444000 6.204000 3.908000 -0.352 0.089 -0.254
H 21.608000 3.977000 8.572000 0.261 0.815 -0.100
H 18.866000 3.103000 13.791000 -1.703 0.141 -0.087
H 28.173000 3.302000 6.564000 -0.227 0.454 0.140
H 25.897000 5.031000 8.953000 0.226 -0.609 0.480
H 21.758000 -0.444000 13.467000 0.968 0.547 -0.569
H 19.828000 -2.463000 13.328000 -0.350 0.241 0.816
H 24.496000 2.791000 8.178000 -1.441 0.136 -0.461
H 22.152000 7.875000 9.871000 0.004 0.205 0.585
H 21.650000 5.608000 9.297000 -0.067 -0.683 0.495
H 22.294000 -4.647000 13.317000 -0.293 -0.469 0.198
H 23.464000 1.264000 14.563000 -0.373 1.731 -0.077
H 24.699000 7.028000 4.502000 -0.961 -0.496 1.141
H 25.711000 -0.353000 10.714000 -0.732 -0.790 -1.851
H 19.726000 1.333000 4.533000 0.314 0.826 -0.343
H 23.169000 1.596000 10.334000 0.549 0.608 -0.403
H 27.103000 0.276000 11.532000 0.128 -0.200 -0.034
H 21.175000 0.719000 3.805000 -0.078 0.653 0.183
H 25.559000 8.163000 10.583000 -0.364 -0.159 0.773
H 27.041000 4.876000 10.366000 -1.010 -0.608 -0.449
H 19.805000 4.449000 12.827000 -0.935 -1.071 0.222
H 23.273000 3.234000 12.945000 0.619 0.071 0.449
H 20.979000 8.648000 10.978000 -0.324 -0.744 0.202
H 19.096000 -2.394000 11.698000 0.605 -0.279 0.505
H 22.938000 6.496000 4.647000 -0.048 -0.263 -0.801
H 27.643000 0.743000 7.249000 0.363 0.257 0.288
H 25.094000 10.514000 7.749000 -0.405 -1.160 0.053
H 24.870000 2.033000 6.719000 0.740 -0.400 -0.174
H 26.114000 4.920000 5.059000 -1.236 0.095 0.225
H 23.415000 8.047000 5.195000 0.262 -0.132 0.532
H 21.671000 0.657000 10.297000 0.890 -0.128 0.032
H 27.984000 0.062000 5.627000 0.994 -0.079 -0.330
H 20.836000 1.053000 15.064000 -0.469 -0.814 0.101
H 20.005000 -4.799000 12.769000 0.998 1.598 -1.375
H 22.652000 8.591000 11.492000 0.069 -0.028 -0.562
H 23.114000 0.067000 11.214000 0.541 -0.863 0.180
H 24.597000 4.438000 12.834000 -0.710 0.369 0.403
H 20.319000 -4.367000 11.061000 0.167 0.105 -0.152
H 28.746000 5.791000 4.880000 0.671 0.194 1.057
H 23.661000 9.464000 7.265000 1.833 -0.102 -0.222
H 24.196000 7.727000 8.602000 1.387 -0.061 -0.417
H 25.517000 5.706000 10.478000 -0.637 -0.319 0.562
H 26.370000 -2.975000 10.690000 -0.145 0.060 0.062
H 24.970000 -2.494000 9.657000 0.183 0.587 -0.144
H 21.209000 0.004000 16.401000 0.516 -0.144 1.083
H 22.575000 -4.904000 11.547000 -1.140 0.555 1.357
H 25.631000 -4.079000 9.518000 0.397 -0.213 -0.268
H 26.657000 3.868000 7.173000 -1.372 -0.386 0.826
H 26.394000 0.319000 6.110000 -0.252 -0.362 0.348
H 23.825000 1.134000 7.750000 -0.489 0.685 -0.111
H 24.495000 9.625000 10.252000 -1.397 -0.242 0.574
H 25.636000 -0.288000 12.453000 0.350 1.731 -1.534
H 20.772000 -1.921000 12.012000 0.361 0.655 -0.390
H 20.023000 4.233000 14.477000 0.546 -0.137 1.334
```
Positions in Å, forces in eV/Å.

Properties
- HOMO level: -9.87 eV
- DFT total energy: -3077.2082 Ha
- Energy above the lowest of the compared OMol25 structures with the same formula, charge and spin: 208.5 kcal per mole
- SMILES: C[C@H]1COC(=O)O1.COC(=O)OC.COC(=O)OC.COC(=O)OC.COC(=O)OC.COC(=O)OC.COC(=O)OC.CCCC#N.CCCC#N.CCCC#N
- 2S+1: 1

These are the Mulliken partial charges, in e, on atoms 1 to 99: -0.71 -0.72 -0.08 -0.65 0.77 0.58 -0.26 -0.58 -0.13 -0.17 0.17 -0.36 0.41 -0.34 -0.02 -0.36 -0.56 -0.70 0.48 -0.66 -0.36 -0.41 -0.48 -0.50 0.43 -0.48 -1.28 -0.52 -0.12 1.36 -0.36 0.06 -0.59 -0.59 -0.53 0.16 0.62 -1.00 -0.37 -0.18 0.75 -0.26 0.57 0.30 -0.67 -0.26 0.23 -0.69 0.58 -0.30 -0.49 -0.80 -0.89 -0.05 0.01 0.74 -1.96 2.46 0.22 0.82 0.62 0.39 0.30 0.44 -0.52 0.43 -0.58 0.31 0.32 0.34 0.22 -0.18 -0.49 0.19 -0.37 0.04 0.48 0.35 -0.41 0.20 0.22 0.28 -0.62 0.46 0.31 0.22 0.44 0.29 -0.28 0.33 0.41 0.49 0.26 0.29 0.12 -0.38 0.23 0.47 0.37

Entry from OMol25: 11 unconnected molecules or ions with the total composition C34H63N5O18 at a distorted geometry (the ωB97M-V functional and the def2-TZVPD basis).

Geometry as XYZ:
```
120
Properties=species:S:1:pos:R:3:forces:R:3
O -0.596080 3.331043 -2.086820 0.070 0.559 -0.662
O 1.798839 -2.177333 4.713545 -1.381 -1.833 0.385
O -1.838266 2.461345 -6.762589 -0.364 0.673 -0.409
O 6.716058 0.927034 3.575909 -1.644 0.597 1.143
O -1.520891 0.490424 -5.970831 0.395 0.474 0.038
O 1.326459 -3.847746 6.162963 -0.847 -1.139 -0.191
O 4.173052 -1.641917 -0.438055 -0.629 -0.251 -1.465
O -6.001175 1.929611 3.152844 0.678 0.728 -0.212
O 5.369689 0.695518 5.390775 -0.573 1.219 -0.570
O 0.548133 -4.031380 4.153759 0.574 1.068 0.708
O 0.125859 1.433611 -7.294827 -2.291 -0.090 1.508
O -0.308275 2.628784 -0.028504 -1.133 -0.629 3.292
O -5.199933 1.140525 1.158414 -0.621 -0.060 0.369
O 1.443044 2.748807 -1.309343 -0.554 0.475 0.156
O 3.688404 -0.796567 -2.494730 0.024 -0.089 -0.504
O 4.449764 0.908886 3.430808 0.098 0.849 0.455
O 2.528572 -2.524900 -1.816162 1.464 1.168 0.991
O -4.041398 2.526424 2.445810 1.202 0.774 0.070
N -2.073343 -0.191573 -1.765776 2.352 -0.080 0.821
N -3.543240 -4.108022 -4.115391 -2.213 -1.078 -0.966
N -1.371263 -3.310315 0.143610 0.386 -0.172 0.303
N -5.435131 2.654887 -1.843044 0.040 1.168 0.026
N -1.483242 -0.068143 2.549205 -0.438 -0.406 -0.501
C 4.640403 1.308251 2.055749 -0.070 0.193 0.281
C 4.870209 0.069940 -2.578881 -0.867 -0.754 0.704
C -2.640576 -3.646972 -3.619053 1.788 1.237 0.880
C 0.410652 -0.371524 -0.885953 -0.093 -0.619 0.332
C -2.062647 3.342361 -1.975888 -0.254 -0.290 0.515
C 1.873235 3.182339 -2.578460 0.299 -0.544 -0.879
C -2.323122 -2.721744 0.393931 0.672 -0.662 0.155
C 6.500959 0.826520 6.227215 1.416 -0.644 -0.386
C 3.566295 -1.656927 -1.494844 -0.455 -0.303 1.071
C -5.587954 0.067384 -1.709350 0.451 0.262 0.452
C -2.989459 2.680752 1.381012 -1.765 0.304 1.003
C -0.626399 0.368053 3.167046 -0.677 -0.390 -0.601
C 3.455898 -3.365863 7.195662 2.184 0.602 -0.059
C -1.415094 -3.057234 -3.127144 1.253 -1.399 -0.282
C -3.514782 -1.952242 0.442891 -1.065 0.745 0.241
C 1.251653 -3.252688 4.996857 1.210 1.718 -1.342
C 0.372415 -0.757225 -4.958654 1.244 0.267 -0.682
C 0.128297 2.932278 -1.071588 0.521 -0.354 -1.196
C 0.307777 -3.468879 2.852705 0.383 -1.380 -0.635
C -7.094260 -0.156310 3.691925 -0.260 1.319 -0.017
C -0.862799 -0.799200 -5.844078 -0.172 0.107 0.196
C 2.242276 -3.491245 -0.790379 -0.217 -1.331 -0.940
C -2.485437 3.262700 -3.398082 -0.415 -1.337 -1.164
C -1.473969 3.572287 -7.619933 0.206 -0.121 -0.294
C 6.066792 -0.687020 -3.130891 0.181 0.688 0.324
C -0.976613 -0.272150 -1.365786 -1.818 0.256 -0.657
C -5.108927 1.816354 2.162705 0.852 -0.522 -0.750
C -5.544044 1.524998 -1.746216 -0.199 -1.204 -0.133
C 0.374520 0.922614 3.984273 0.554 1.930 2.356
C -7.201537 1.215197 3.004053 -0.997 -1.107 -1.638
C 3.338367 1.288659 1.349552 -1.175 -0.231 -0.577
C -0.967138 1.464958 -6.703576 1.963 -0.743 -1.480
C 1.978236 -3.206852 7.225840 0.268 0.980 0.537
C 5.603195 0.908388 4.104796 1.464 -1.285 -1.438
H 6.912510 -0.045928 -2.908378 0.458 -0.041 0.090
H -1.665827 -1.378456 -5.355574 0.445 -0.005 -0.599
H -6.346220 -0.782498 3.218118 0.381 0.142 0.205
H -2.420706 2.511932 -1.330818 0.485 0.465 -0.543
H 0.196912 -0.071096 -4.148230 -0.170 0.305 0.531
H 2.952728 3.053146 -2.602244 0.054 0.323 0.129
H -3.322306 -0.962147 0.862241 0.091 0.030 -0.349
H -1.277837 -3.179742 -2.063280 -0.260 -0.077 0.286
H 2.963318 -4.317684 -0.869553 -0.163 0.270 0.082
H 0.670868 -1.725347 -4.509352 -0.361 0.398 -0.499
H 6.025591 -0.719169 -4.213030 -0.198 -0.387 -0.158
H 0.115499 1.999181 4.226981 0.101 -1.165 -0.273
H -4.667005 -0.259817 -2.155325 0.801 -0.215 0.174
H 1.349198 0.966495 3.538711 0.462 -0.348 -0.332
H -3.782067 -1.923521 -0.607975 -0.442 0.544 -0.108
H -4.357334 -2.350488 1.013547 0.376 -0.440 -0.030
H 1.255021 -0.354221 -5.523014 -0.798 -0.406 0.445
H -2.279445 4.312105 -7.642747 -0.095 -0.485 0.436
H 0.427927 0.380860 4.953513 0.093 0.227 -0.705
H 1.566454 -3.615806 8.133518 -0.271 -0.350 0.197
H 5.363590 0.612624 1.688433 0.448 -0.151 -0.773
H 7.265721 0.126283 5.832945 -0.337 0.152 0.710
H -0.283257 -4.265118 2.395259 -0.075 0.464 -0.177
H -0.588929 4.035907 -7.191360 0.150 0.035 -0.291
H -1.982064 4.032097 -3.937091 0.171 0.820 -0.517
H -2.223786 2.329599 -3.932925 0.249 0.149 0.689
H 3.451328 1.529820 0.290501 0.243 -0.137 -0.003
H -6.310204 -0.354980 -2.374334 -0.995 0.013 -0.092
H 1.743963 -2.143410 7.218316 -0.117 0.089 -0.112
H -5.669403 -0.277912 -0.669494 -0.080 0.085 -0.485
H 7.030766 1.808212 6.261274 -1.039 -0.364 -0.208
H -2.307699 3.433530 1.755437 0.146 -0.248 0.315
H -3.511497 3.108411 0.545326 -0.114 -0.065 -0.595
H 6.267941 -1.677735 -2.697719 -0.356 0.420 -0.051
H 1.466370 2.484563 -3.329858 -0.008 0.650 -0.045
H 1.558037 4.218511 -2.719099 0.270 -0.212 -0.421
H 1.056554 -0.806221 -1.684559 -0.474 0.648 0.528
H 3.912468 -2.903286 8.104141 -0.497 -0.234 -0.511
H 2.206957 -3.166951 0.228209 0.326 0.901 0.387
H -0.621164 -1.142737 -6.854640 -0.195 -0.192 0.242
H 2.675184 2.061181 1.713390 -0.175 0.314 0.314
H 1.231787 -3.366772 2.254882 -0.251 0.074 0.571
H -1.306979 3.258167 -8.671053 0.130 -0.083 0.793
H 3.837117 -4.397624 7.189099 -0.472 0.167 -0.127
H -8.018465 -0.642725 3.545430 -1.258 -0.733 -0.253
H 4.993123 0.558396 -1.604486 0.347 -0.480 -0.060
H -0.593666 -3.654110 -3.600968 -0.467 0.682 0.257
H 0.431338 -1.090813 -0.033394 -0.111 0.483 -0.532
H -2.526157 1.740764 1.151047 0.150 -0.296 0.034
H 4.535432 0.846924 -3.250089 0.042 0.105 -0.359
H -7.440390 1.076120 1.910864 0.636 -0.105 0.889
H 0.727576 0.616407 -0.508811 0.054 -0.591 -0.342
H 5.003739 2.343002 2.015708 0.376 -0.343 0.188
H -1.314468 -2.017872 -3.358756 -0.133 0.415 -0.254
H 1.246988 -3.874504 -1.017878 0.088 0.029 -0.138
H -3.552239 3.315177 -3.568392 -0.288 0.436 0.401
H 6.065296 0.542715 7.164293 0.517 -0.077 0.758
H 2.776037 0.352604 1.412193 0.361 -0.129 0.047
H -2.423584 4.298284 -1.552704 0.559 -0.391 0.071
H -8.041613 1.860400 3.289254 0.426 -0.210 0.807
H -0.227130 -2.538450 2.874428 -0.238 0.382 0.221
H -7.003474 -0.059848 4.774655 0.524 -0.019 -0.114
H 3.919482 -2.815355 6.336353 -0.522 -0.548 0.577
```
Positions in Å, forces in eV/Å.

Properties
- HOMO level: -10.63 eV
- DFT total energy: -2961.4042 Ha
- Energy above the lowest of the compared OMol25 structures with the same formula, charge and spin: 0.0 kcal per mole
- SMILES: CCOC(=O)OC.CCOC(=O)OC.CCOC(=O)OC.CCOC(=O)OC.CCOC(=O)OC.CCOC(=O)OC.CC#N.CC#N.CC#N.CC#N.CC#N
- 2S+1: 1

These are the Mulliken partial charges, in e, on atoms 1 to 99: -0.28 -0.53 -0.27 -0.59 -0.32 -0.39 -0.57 -0.39 -0.29 -0.39 -0.60 -0.38 -0.49 -0.10 -0.12 -0.11 -0.25 -0.40 -0.33 -0.48 -0.53 -0.58 -0.39 -0.59 0.02 0.06 0.91 0.80 -0.70 0.19 -0.67 0.76 -0.29 -0.29 0.63 -1.02 1.22 -0.02 0.69 -0.58 0.59 -0.24 -0.99 -0.26 -0.79 -1.55 -0.68 -1.21 0.29 0.68 0.52 -0.79 -0.21 -0.72 0.79 -0.13 0.60 0.39 0.15 0.20 -0.50 -0.14 0.16 -0.16 -0.36 0.39 0.26 0.31 0.33 -0.15 -0.04 0.02 0.52 0.48 0.23 0.30 0.31 0.38 0.32 0.29 0.29 0.45 0.09 0.10 0.49 0.25 0.11 0.28 0.25 0.34 0.32 0.21 0.33 -0.31 0.34 0.29 0.41 0.48 0.21